(1)
The following is a quantum chemistry calculation of a molecular structure, C9H21GdINO5P2 in a non-equilibrium geometry, from OMol25.

XYZ file:
```
40
Properties=species:S:1:pos:R:3:mulliken_spin:R:1
C 0.000 -0.029 -7.867 0.000
C 0.006 0.672 -6.548 0.000
H 0.003 0.712 -8.688 0.000
H -0.890 -0.660 -7.930 0.000
H 0.882 -0.670 -7.932 0.000
O 0.018 1.886 -6.340 0.000
I -0.007 -0.739 -4.841 0.000
Gd -0.003 -0.259 -0.201 6.816
P 2.476 -0.144 -0.085 0.071
C 3.280 1.155 0.772 0.000
C 2.980 -1.696 0.627 0.008
H 4.063 -1.761 0.492 -0.002
H 4.079 -0.294 -1.769 0.000
H 2.486 -2.543 0.123 -0.001
H 2.502 -0.934 -2.353 0.001
H 3.012 1.169 1.840 0.000
H 2.733 -1.742 1.700 0.003
C 2.998 -0.137 -1.777 0.005
H 4.356 0.979 0.666 0.003
H 2.764 0.826 -2.258 0.002
H 3.025 2.137 0.347 0.000
P -2.479 -0.098 -0.082 0.072
C -3.257 1.217 0.773 0.000
C -3.003 -0.084 -1.773 0.005
H -2.534 -2.496 0.129 -0.001
H -4.094 -1.683 0.501 -0.002
H -2.762 -1.688 1.706 0.003
C -3.010 -1.639 0.634 0.008
H -2.519 -0.890 -2.348 0.001
H -4.086 -0.223 -1.764 0.000
H -4.336 1.063 0.668 0.003
H -2.983 2.194 0.348 0.000
H -2.753 0.874 -2.255 0.002
H -2.990 1.227 1.842 0.000
C 0.017 1.733 0.960 -0.004
O 0.027 2.689 1.756 0.015
O 0.000 -1.142 3.951 -0.003
N 0.000 0.009 3.422 -0.003
O -0.001 1.137 3.974 0.004
O -0.001 -0.138 2.066 -0.006
```

Calculated values
Expectation value of S² = 16.059
Calculated total energy = -68891.1121 eV
LUMO energy (spin up / spin down) = -8.26 / -9.91 eV
Kohn-Sham gap (spin up / spin down) = 7.04 / 5.20 eV
Net charge = +2
Multiplicity = 8
HOMO (spin up / spin down) = -15.3 / -15.1 eV



(2)
The following is a quantum chemistry calculation of a molecular structure, C27H34Cl2I2KN2O6, from OMol25.

XYZ file:
```
74
Properties=species:S:1:pos:R:3:mulliken_charge:R:1
K 0.017 0.208 -0.328 0.682
O 5.599 -2.058 0.207 -0.755
C 4.709 -1.240 0.027 0.802
C 4.091 -0.901 -1.298 0.275
O 4.401 -1.394 -2.372 -0.748
C 2.990 0.046 -1.019 0.862
C 2.985 0.336 0.398 0.349
O 2.138 1.107 0.962 -0.700
C 3.960 -0.499 1.085 -0.037
O 4.096 -0.651 2.300 -0.820
O 2.137 0.464 -1.832 -1.003
Cl -1.567 0.550 2.550 -0.113
C -1.696 -1.202 2.320 0.750
Cl -3.041 -1.628 1.243 -0.162
H -1.875 -1.657 3.286 0.409
H -0.790 -1.569 1.847 -0.725
I -1.388 3.490 -0.954 0.212
C -3.390 3.409 -1.668 -0.862
I -4.371 1.573 -1.212 -0.003
H -3.395 3.508 -2.747 0.337
H -3.975 4.196 -1.209 0.353
C -1.113 -5.807 -5.008 -1.552
C -2.327 -5.351 -4.185 2.084
C -3.473 -5.034 -5.145 -2.175
C -2.768 -6.489 -3.255 -1.653
C -1.932 -4.140 -3.346 0.480
C -2.555 -2.904 -3.443 -0.629
C -2.123 -1.865 -2.630 -0.882
N -1.127 -1.967 -1.762 0.255
C -0.505 -3.148 -1.667 -1.360
C -0.894 -4.244 -2.425 -0.094
C 0.641 -3.253 -0.718 -0.520
C 1.692 -4.115 -0.982 -0.606
C 2.770 -4.218 -0.100 0.629
C 2.730 -3.403 1.020 -0.332
C 1.652 -2.545 1.196 -0.748
N 0.616 -2.466 0.366 -0.213
C 3.924 -5.161 -0.413 2.241
C 4.971 -5.161 0.701 -2.020
C 4.593 -4.712 -1.721 -1.636
C 3.375 -6.586 -0.575 -1.780
H -1.381 -6.670 -5.621 0.442
H -0.280 -6.095 -4.367 0.307
H -0.768 -5.009 -5.668 0.381
H -3.717 -5.926 -5.725 0.432
H -3.202 -4.243 -5.848 0.404
H -4.373 -4.726 -4.610 0.409
H -3.045 -7.365 -3.845 0.452
H -3.631 -6.191 -2.657 0.375
H -1.970 -6.782 -2.573 0.314
H -3.369 -2.726 -4.130 0.482
H -2.609 -0.896 -2.685 0.345
H -0.384 -5.187 -2.283 0.872
H 1.698 -4.676 -1.906 0.887
H 3.544 -3.354 1.729 0.499
H 1.659 -1.863 2.042 0.277
H 5.418 -4.174 0.821 0.300
H 5.764 -5.867 0.443 0.464
H 4.540 -5.478 1.655 0.398
H 4.992 -3.701 -1.632 0.252
H 3.889 -4.723 -2.556 0.278
H 5.411 -5.398 -1.960 0.505
H 2.879 -6.924 0.338 0.391
H 4.197 -7.272 -0.791 0.470
H 2.661 -6.655 -1.397 0.283
C 0.848 3.444 2.557 -0.657
C 1.439 4.114 1.329 -0.380
O 1.163 3.407 0.130 -0.467
H 1.078 4.024 3.454 0.388
H 1.264 2.443 2.670 0.117
H -0.239 3.370 2.468 0.097
H 2.523 4.218 1.451 0.247
H 1.026 5.118 1.200 0.355
H 1.595 2.513 0.219 0.488
```

Calculated values
Calculated total energy = -101391.4062 eV
LUMO energy = 1.70 eV
Kohn-Sham gap = 5.21 eV
Net charge = -1
Multiplicity = 1
HOMO = -3.5 eV



(3)
The following is a quantum chemistry calculation of a single C4H6N2O molecule, from OMol25.

XYZ file:
```
13
Properties=species:S:1:pos:R:3:nbo_charge:R:1
C 0.330 2.288 0.576 -0.672
C 0.559 1.021 -0.150 0.290
N 1.069 0.564 -1.196 -0.272
O -1.536 -0.693 -1.366 -0.607
C -0.715 -1.167 -0.601 0.640
N -0.849 -2.405 -0.042 -0.823
C 0.528 -0.431 -0.185 -0.263
H 0.523 3.140 -0.081 0.242
H -0.691 2.339 0.961 0.246
H 1.012 2.334 1.431 0.242
H -0.118 -2.816 0.513 0.392
H -1.604 -2.991 -0.364 0.405
H 1.272 -1.007 0.371 0.179
```

Calculated values
Calculated total energy = -9271.8641 eV
LUMO energy = 0.86 eV
Kohn-Sham gap = 10.69 eV
SMILES = CC1=N[C@@H]1C(N)=O
Multiplicity = 1
HOMO = -9.8 eV